(1)
# C3HBr2ClN2O2S

A structure of composition C3HBr2ClN2O2S at a distorted geometry (ωB97M-V with the def2-TZVPD basis set, OMol25).

Cartesian coordinates (Å):
C  -3.02191  -0.84379  0.07230
C  -2.57392  0.37828  0.34043
C  -0.30989  -1.33214  0.17901
N  -1.30748  0.74704  0.76675
N  -0.33818  -0.06308  0.72975
O  -2.07020  -3.18959  -0.88281
O  -1.88552  -2.51631  1.60929
S  -1.87775  -2.21599  0.18067
Cl  -4.56494  -1.23226  -0.43696
Br  -3.54789  1.95605  0.35981
Br  1.24374  -2.35260  0.14655
H  0.58062  0.28909  0.73181

Calculated values
E_HOMO (alpha / beta)	-8.822 / -8.822	eV
HOMO-LUMO gap (alpha / beta)	7.694 / 7.693	eV
lowest unoccupied orbital energy (alpha / beta)	-1.13 / -1.13	eV

These are the natural (NBO) partial charges, in e, on atoms 1 to 6:
1. C -0.4331
2. C 0.0281
3. C -0.3069
4. N -0.2968
5. N -0.2026
6. O -0.8576

***

(2)
# C24H23N3O4

The molecule C24H23N3O4 at a distorted geometry (ωB97M-V with the def2-TZVPD basis set, OMol25).

Cartesian coordinates (Å):
O  -0.81049  -1.00905  -2.20139
C  -1.76588  -1.07526  -1.45631
C  -2.41798  0.14625  -0.93716
C  -1.64964  1.30902  -0.92772
C  -2.12283  2.50875  -0.41730
C  -3.40611  2.50866  0.07569
C  -4.19476  1.35379  0.05272
C  -3.73199  0.16406  -0.44157
H  -4.37322  -0.70059  -0.45583
O  -5.42669  1.63822  0.58112
C  -5.37725  2.99366  0.96932
O  -4.12056  3.53415  0.61912
H  -5.52104  3.07207  2.05930
H  -6.17429  3.55446  0.45645
H  -1.51559  3.39750  -0.39674
H  -0.64491  1.25420  -1.31664
C  -2.31518  -2.41365  -0.96948
C  -1.59173  -3.60151  -1.61708
C  -0.13705  -3.69939  -1.15516
H  0.42250  -2.85796  -1.56236
H  0.30928  -4.62283  -1.52724
C  -0.05220  -3.66586  0.37107
N  -0.75281  -2.51367  0.88783
C  -0.16500  -1.34746  1.25780
O  -0.81387  -0.37430  1.60020
C  1.31690  -1.33033  1.21691
C  2.08751  -0.93599  0.14120
N  3.37401  -1.01298  0.53190
N  3.48382  -1.41491  1.79148
C  2.25484  -1.61094  2.22652
H  2.07368  -1.94720  3.22748
C  4.53607  -0.63380  -0.22938
C  4.61703  0.86775  -0.36530
C  4.66196  1.65336  0.78003
C  4.71112  3.03126  0.67889
C  4.71842  3.63589  -0.56760
C  4.67270  2.85806  -1.71118
C  4.61770  1.47808  -1.61049
H  4.57738  0.87403  -2.50599
H  4.67485  3.32530  -2.68493
H  4.75776  4.71216  -0.64688
H  4.74420  3.63513  1.57347
H  4.65214  1.17550  1.74895
H  4.49448  -1.10553  -1.21578
H  5.40378  -1.01415  0.31688
H  1.80293  -0.61837  -0.84158
C  -2.15888  -2.50437  0.56039
H  -2.61843  -3.42860  0.92548
H  -2.61162  -1.64663  1.06010
H  -0.52721  -4.56053  0.79163
H  0.98710  -3.63946  0.70098
H  -2.12260  -4.51936  -1.35090
H  -1.61841  -3.49377  -2.70253
H  -3.37789  -2.45979  -1.22480

Calculated values
E_HOMO	-8.123	eV
SMILES	O=C(c1ccc2c(c1)OCO2)[C@H]1CCCN(C(=O)c2cnn(Cc3ccccc3)c2)C1
relative energy (zero: lowest compared OMol25 entry of this formula, charge and spin)	2.2155	eV
HOMO-LUMO gap	8.673	eV
lowest unoccupied orbital energy	0.55	eV

These are the natural (NBO) partial charges, in e, on atoms 1 to 6:
1. O -0.5692
2. C 0.6051
3. C -0.1753
4. C -0.1245
5. C -0.2597
6. C 0.2558

***

(3)
# C3H3OS

The ion C3H3OS with charge +1 at a distorted geometry (ωB97M-V with the def2-TZVPD basis set, OMol25).

Cartesian coordinates (Å):
C  0.76460  0.11534  -0.06593
C  -0.19358  1.09025  0.00846
C  0.15443  -1.10724  -0.00424
O  -1.21728  -1.01655  -0.03585
S  -1.79340  0.48197  -0.04276
H  1.76789  0.38680  -0.10344
H  -0.11126  2.19902  0.12901
H  0.62861  -2.14959  0.11475

Calculated values
E_HOMO	-16.274	eV
relative energy (zero: lowest compared OMol25 entry of this formula, charge and spin)	0.0865	eV
total charge	+1
HOMO-LUMO gap	10.036	eV
lowest unoccupied orbital energy	-6.24	eV

These are the natural (NBO) partial charges, in e, on atoms 1 to 6:
1. C -0.3242
2. C -0.2882
3. C 0.2958
4. O -0.5246
5. S 0.9674
6. H 0.2889

***

(4)
# C13H15N6O5S

A structure of composition C13H15N6O5S at a distorted geometry (ωB97M-V with the def2-TZVPD basis set, OMol25).

Cartesian coordinates (Å):
C  0.12377  -3.85313  -1.36382
C  -0.84335  -2.72637  -1.14365
N  -0.14810  -1.39540  -0.99098
C  0.11549  -0.95860  0.31297
O  -0.22569  -1.66264  1.26619
C  0.85979  0.30551  0.50960
C  1.69970  0.55981  -0.69085
O  2.86662  0.95118  -0.61667
N  1.09336  0.33633  -1.93547
C  1.83979  0.88692  -3.13008
C  3.06074  0.09217  -3.49288
C  0.36330  -0.82579  -2.14535
S  0.23156  -1.55515  -3.64366
H  -0.44729  -4.78576  -1.42648
H  0.68209  -3.73510  -2.30159
H  0.82112  -3.93350  -0.52383
H  -1.47922  -2.59534  -2.02300
H  -1.43289  -2.86649  -0.23762
H  1.53360  0.17210  1.36182
H  1.10377  0.85244  -3.93640
H  2.09344  1.91668  -2.86789
H  3.57358  0.60808  -4.31165
H  3.74139  0.03966  -2.63773
H  2.79971  -0.91625  -3.83696
C  -4.24425  0.91777  1.22789
O  -3.78209  0.94980  2.60222
C  -2.47732  1.17852  2.73643
N  -2.07271  1.50936  3.97269
C  -0.80948  1.89681  4.04546
N  -0.14122  2.40648  5.13634
O  1.11045  2.73253  4.67016
N  1.24165  2.39792  3.22507
O  2.28433  2.65893  2.66129
C  0.03259  1.85798  2.86832
C  -0.44959  1.37608  1.65565
N  -1.73860  1.05896  1.61624
H  -5.28776  0.62480  1.30935
H  -4.16389  1.91329  0.77655
H  -3.66956  0.19869  0.63560
H  0.14117  1.41071  0.66672

Calculated values
E_HOMO	-3.849	eV
total charge	-1
HOMO-LUMO gap	5.765	eV
lowest unoccupied orbital energy	1.92	eV

These are the natural (NBO) partial charges, in e, on atoms 1 to 6:
1. C -0.6296
2. C -0.2180
3. N -0.4651
4. C 0.6569
5. O -0.6550
6. C -0.6190

***

(5)
# C4H5NO2

The molecule C4H5NO2 at a distorted geometry (ωB97M-V with the def2-TZVPD basis set, OMol25).

Cartesian coordinates (Å):
C  -1.75079  -0.48970  -0.11433
C  -0.44154  -0.37820  0.04571
C  -0.00501  1.16634  0.05168
C  1.77139  -0.19862  -0.11193
H  -2.34287  0.44431  0.01150
H  -2.05486  -1.56906  -0.21489
H  -0.49169  1.59150  0.95274
H  -0.54372  1.71089  -0.67033
H  0.89910  -1.92263  0.24394
N  0.67584  -1.01428  -0.06053
O  1.37627  1.13279  -0.14548
O  2.90789  -0.47333  0.01192

Calculated values
E_HOMO	-9.018	eV
SMILES	C=C1COC(=O)N1
relative energy (zero: lowest compared OMol25 entry of this formula, charge and spin)	1.5608	eV
HOMO-LUMO gap	9.733	eV
lowest unoccupied orbital energy	0.71	eV

These are the natural (NBO) partial charges, in e, on atoms 1 to 6:
1. C -0.5134
2. C 0.1782
3. C -0.1092
4. C 0.8861
5. H 0.2225
6. H 0.2089

***

For reference, molecular weight by record: 324.38 417.46 87.12 367.37 99.09 g mol⁻¹.
For reference, electronic energy by record: -6381.1744 -1393.5830 -589.2154 -1607.1483 -360.6121 Ha.